No. 1
Entry from the OMol25 dataset: 2 unconnected molecules or ions with the total composition C5H15NO2 in a non-equilibrium geometry (the ωB97M-V functional and the def2-TZVPD basis).

Geometry (Å):
C -0.243 1.837 1.588
C 0.480 0.947 0.595
C 1.496 1.831 -0.166
C -0.455 0.362 -0.442
N 0.323 -0.456 -1.452
C -0.442 -1.625 -1.793
O -0.267 -2.663 -0.801
H 0.545 2.283 2.168
H -1.022 1.455 2.238
H -0.767 2.680 1.127
H 0.991 0.083 1.081
H 0.994 2.384 -0.934
H 2.327 1.230 -0.504
H 1.915 2.608 0.478
H -1.244 -0.207 0.027
H -0.943 1.237 -1.037
H 1.307 -0.513 -1.285
H -0.194 -1.967 -2.784
H -1.486 -1.380 -1.720
H 0.605 -3.054 -0.922
O -1.347 -2.024 1.713
H -0.712 -2.217 1.002
H -1.860 -2.832 1.823

Kohn-Sham gap	9.69	eV
E	-404.710993	Ha
relative energy (zero: lowest compared OMol25 entry of this formula, charge and spin)	1.199	eV
maximum force	2.94	eV Å⁻¹



No. 2
Entry from the OMol25 dataset: 3 unconnected molecules or ions with the total composition C5H15NO2 in a non-equilibrium geometry (the ωB97M-V functional and the def2-TZVPD basis).

Geometry (Å):
C 1.303 -0.489 -2.192
C 1.442 0.862 -1.402
C 1.516 0.632 0.079
C 0.511 0.176 0.791
N 0.468 0.269 2.227
C 0.094 -0.972 2.914
H 0.342 -0.958 -2.104
H 1.448 -0.372 -3.272
H 2.042 -1.212 -1.902
H 0.666 1.499 -1.627
H 2.296 1.474 -1.728
H 2.420 0.998 0.527
H -0.276 -0.432 0.284
H 1.331 0.654 2.665
H 1.135 -1.451 3.178
H -0.540 -1.590 2.421
H -0.361 -0.658 3.852
O -2.479 1.390 0.154
H -1.718 2.007 0.171
H -2.856 1.294 1.047
O -3.079 -1.373 -1.952
H -3.478 -0.494 -1.871
H -2.226 -1.253 -2.259

Kohn-Sham gap	8.83	eV
E	-404.672021	Ha
relative energy (zero: lowest compared OMol25 entry of this formula, charge and spin)	2.260	eV
maximum force	5.70	eV Å⁻¹



No. 3
Entry from the OMol25 dataset: 3 unconnected molecules or ions with the total composition C5H15NO2 in a non-equilibrium geometry (the ωB97M-V functional and the def2-TZVPD basis).

Geometry (Å):
C -2.909 -0.687 -1.185
C -2.381 0.064 0.040
C -1.142 0.885 -0.131
C -0.637 1.232 -1.540
C -0.379 1.314 0.890
N 0.481 2.428 0.934
H -2.309 -0.715 -2.086
H -2.992 -1.763 -0.949
H -3.916 -0.392 -1.447
H -3.104 0.784 0.449
H -2.164 -0.668 0.835
H -0.057 0.397 -1.928
H -0.157 2.198 -1.601
H -1.530 1.427 -2.135
H -0.724 0.948 1.869
H 1.443 2.172 1.096
H 0.335 3.164 0.259
O 1.767 -0.882 1.687
H 1.720 -0.012 1.278
H 1.172 -0.927 2.450
O 5.668 -3.244 0.221
H 5.406 -4.180 0.212
H 6.409 -3.544 0.780

Kohn-Sham gap	9.05	eV
E	-404.672796	Ha
relative energy (zero: lowest compared OMol25 entry of this formula, charge and spin)	2.239	eV
maximum force	2.90	eV Å⁻¹



No. 4
Entry from the OMol25 dataset: 3 unconnected molecules or ions with the total composition C5H15NO2 in a non-equilibrium geometry (the ωB97M-V functional and the def2-TZVPD basis).

Geometry (Å):
C -0.043 2.081 -1.861
C -0.156 0.758 -1.670
N 0.595 -0.245 -2.238
C -1.129 0.259 -0.666
C -0.744 0.580 0.849
C -1.427 1.770 1.470
H -0.466 2.761 -1.140
H 0.560 2.541 -2.636
H 0.396 -1.170 -1.936
H 1.347 -0.142 -2.907
H -1.294 -0.811 -0.559
H -2.161 0.626 -0.708
H 0.349 0.666 0.878
H -0.980 -0.353 1.370
H -2.518 1.698 1.466
H -1.098 2.674 0.960
H -1.160 1.911 2.520
O 1.685 -2.904 -3.483
H 2.214 -3.336 -4.178
H 0.815 -2.740 -3.869
O 1.326 -2.226 6.100
H 1.953 -2.464 6.815
H 1.936 -1.932 5.425

Kohn-Sham gap	8.35	eV
E	-404.696738	Ha
relative energy (zero: lowest compared OMol25 entry of this formula, charge and spin)	1.587	eV
maximum force	3.16	eV Å⁻¹



No. 5
Entry from the OMol25 dataset: 3 unconnected molecules or ions with the total composition C5H15NO2 in a non-equilibrium geometry (the ωB97M-V functional and the def2-TZVPD basis).

Geometry (Å):
C -1.739 0.701 1.390
C -1.023 0.292 0.136
C -2.013 -0.137 -0.939
C 0.368 0.180 0.065
C 1.012 -0.470 -1.098
N 1.266 0.702 1.059
H -1.546 0.024 2.106
H -2.735 0.765 1.464
H -1.351 1.738 1.760
H -2.614 -0.982 -0.488
H -1.493 -0.402 -1.786
H -2.665 0.714 -1.175
H 1.318 -1.549 -1.063
H 0.320 -0.403 -1.928
H 1.846 0.198 -1.258
H 0.820 1.186 1.737
H 2.113 0.147 1.344
O 0.116 -3.726 1.029
H 0.228 -2.935 0.387
H -0.169 -4.501 0.604
O 2.656 2.929 -1.514
H 3.112 3.286 -0.796
H 2.174 2.241 -1.037

Kohn-Sham gap	8.54	eV
E	-404.669504	Ha
relative energy (zero: lowest compared OMol25 entry of this formula, charge and spin)	2.328	eV
maximum force	6.04	eV Å⁻¹



No. 6
Entry from the OMol25 dataset: 3 unconnected molecules or ions with the total composition C5H15NO2 in a non-equilibrium geometry (the ωB97M-V functional and the def2-TZVPD basis).

Geometry (Å):
C 0.553 1.236 2.030
C -0.309 0.626 0.931
C -1.838 1.012 1.111
C -2.034 2.490 1.261
C -2.472 3.086 2.380
N -0.131 -0.788 0.926
H 1.619 1.209 1.840
H 0.211 2.264 2.167
H 0.320 0.846 3.021
H -0.042 1.051 -0.051
H -2.201 0.385 1.927
H -2.411 0.689 0.230
H -2.235 3.094 0.385
H -2.509 4.170 2.368
H -2.491 2.581 3.336
H 0.780 -1.210 0.729
H -0.910 -1.320 0.517
H 3.551 -4.851 -3.028
H 2.376 -3.903 -2.653
O 2.882 -4.253 -3.361
H 2.960 -3.053 -4.853
H 1.692 -2.719 -5.568
O 2.639 -2.640 -5.645

Kohn-Sham gap (spin up / spin down)	8.97 / 3.98	eV
<S²>	0.7545
E	-404.363901	Ha
multiplicity	2
charge	+1
relative energy (zero: lowest compared OMol25 entry of this formula, charge and spin)	2.587	eV
maximum force	2.37	eV Å⁻¹



No. 7
Entry from the OMol25 dataset: 3 unconnected molecules or ions with the total composition C5H15NO3 in a non-equilibrium geometry (the ωB97M-V functional and the def2-TZVPD basis).

Geometry (Å):
C -0.140 -2.661 2.547
C 0.015 -1.428 1.669
N 0.531 -1.814 0.369
O -1.250 -0.778 1.624
H -0.901 -3.316 2.122
H -0.462 -2.368 3.544
H 0.803 -3.200 2.607
H 0.757 -0.749 2.113
H 0.604 -1.014 -0.251
H -0.098 -2.482 -0.066
H -1.115 0.142 1.334
C -1.716 0.880 -1.417
C -0.755 1.803 -0.742
O -0.422 1.691 0.478
H -1.368 0.661 -2.426
H -2.685 1.377 -1.489
H -1.821 -0.053 -0.867
H -0.627 2.776 -1.242
C 1.967 1.902 -1.969
O 1.054 1.084 -1.250
H 1.999 2.919 -1.566
H 2.965 1.459 -1.933
H 1.634 1.937 -3.006
H 1.029 1.232 -0.182

Kohn-Sham gap	9.85	eV
E	-479.922621	Ha
relative energy (zero: lowest compared OMol25 entry of this formula, charge and spin)	2.421	eV
maximum force	3.29	eV Å⁻¹



No. 8
Entry from the OMol25 dataset: 3 unconnected molecules or ions with the total composition C5H15NO3 in a non-equilibrium geometry (the ωB97M-V functional and the def2-TZVPD basis).

Geometry (Å):
C 3.155 -9.650 30.543
N 2.267 -10.054 31.623
C 2.733 -11.119 32.471
C 1.156 -9.336 31.846
O 0.434 -9.466 32.813
H 4.151 -9.733 30.977
H 3.052 -8.631 30.172
H 3.094 -10.426 29.780
H 1.937 -11.401 33.160
H 2.962 -11.962 31.819
H 3.529 -10.828 33.157
H 0.978 -8.645 31.007
C 0.742 -5.501 32.639
O 0.344 -6.017 31.392
H -0.158 -5.361 33.239
H 1.557 -6.099 33.044
H 1.121 -4.503 32.417
H -0.546 -5.776 31.126
C -3.730 -6.757 30.495
O -2.681 -5.977 31.046
H -3.447 -7.731 30.098
H -4.400 -6.990 31.323
H -4.352 -6.237 29.766
H -3.039 -5.324 31.651

Kohn-Sham gap	9.79	eV
E	-479.925415	Ha
relative energy (zero: lowest compared OMol25 entry of this formula, charge and spin)	2.345	eV
maximum force	1.71	eV Å⁻¹



No. 9
Entry from the OMol25 dataset: a single C5H15NO3Si molecule in a non-equilibrium geometry (the ωB97M-V functional and the def2-TZVPD basis).

Geometry (Å):
C -1.535 -0.155 1.757
C -2.630 0.646 -1.024
C 0.781 0.698 -2.427
C 2.597 -2.175 0.875
C -0.915 -0.095 0.407
N 1.710 1.611 0.963
O -1.426 0.948 -0.367
O 1.299 -0.078 -1.400
O 1.373 -1.361 0.962
Si 0.907 0.004 0.176
H -1.464 0.815 2.420
H -2.536 -0.398 1.659
H -1.146 -0.827 2.406
H -3.030 1.647 -1.445
H -3.487 0.254 -0.469
H -2.489 -0.004 -1.789
H -0.124 1.132 -1.898
H 0.421 0.105 -3.288
H 1.308 1.548 -2.873
H 2.397 -3.052 0.275
H 3.031 -2.478 1.782
H 3.412 -1.611 0.346
H -1.193 -0.994 -0.038
H 1.754 1.434 1.949
H 0.985 2.385 1.040

Kohn-Sham gap (spin up / spin down)	3.07 / 5.29	eV
<S²>	2.0067
E	-769.239028	Ha
multiplicity	3
maximum force	5.43	eV Å⁻¹



No. 10
Entry from the OMol25 dataset: 2 unconnected molecules or ions with the total composition C5H15NOS in a non-equilibrium geometry (the ωB97M-V functional and the def2-TZVPD basis).

Geometry (Å):
C -1.471 -1.135 0.652
C -0.366 -1.724 -0.295
N 0.671 -0.688 -0.614
C 1.900 -0.494 0.156
C 2.978 -1.497 -0.193
C 2.127 1.059 0.175
S 0.993 2.248 -0.810
H -2.221 -2.011 0.947
H -1.065 -0.918 1.722
H -1.948 -0.125 0.477
H -0.892 -1.853 -1.329
H 0.198 -2.610 0.300
H 0.839 -0.461 -1.589
H 1.595 -0.782 1.298
H 2.484 -2.433 -0.546
H 3.569 -1.308 -1.155
H 3.535 -1.788 0.733
H 2.174 1.638 1.156
H 3.075 1.163 -0.301
H -0.299 1.902 -0.602
O -6.135 0.143 1.265
H -6.532 0.391 2.112
H -7.018 -0.362 0.939

Kohn-Sham gap	8.97	eV
E	-727.569001	Ha
relative energy (zero: lowest compared OMol25 entry of this formula, charge and spin)	3.176	eV
maximum force	4.74	eV Å⁻¹



No. 11
Entry from the OMol25 dataset: 2 unconnected molecules or ions with the total composition C5H15NOS in a non-equilibrium geometry (the ωB97M-V functional and the def2-TZVPD basis).

Geometry (Å):
C 0.845 -1.044 2.318
C -0.590 -0.708 1.872
C -0.768 -0.218 0.463
N -0.312 -1.190 -0.520
C 0.096 -0.636 -1.811
C 0.903 0.657 -1.900
S 2.154 0.721 -0.543
H 0.879 -1.425 3.335
H 1.408 -1.702 1.658
H 1.350 -0.079 2.255
H -1.223 -1.622 1.941
H -1.140 -0.297 2.725
H -0.241 0.754 0.472
H -1.783 0.033 0.137
H 0.368 -1.787 -0.128
H -0.882 -0.569 -2.309
H 0.626 -1.379 -2.404
H 1.520 0.708 -2.793
H 0.301 1.560 -1.839
H 3.162 1.248 -1.254
O -2.102 2.645 -0.346
H -1.891 2.404 -1.250
H -2.678 1.926 -0.080

Kohn-Sham gap	9.49	eV
E	-727.637098	Ha
relative energy (zero: lowest compared OMol25 entry of this formula, charge and spin)	1.323	eV
maximum force	3.91	eV Å⁻¹